{"formula": "C4H8N2O", "method": "the ωB97M-V functional and the def2-TZVPD basis", "elements": ["N", "C", "C", "C", "O", "C", "N", "H", "H", "H", "H", "H", "H", "H", "H"], "coordinates": [[0.704715, 2.096494, -0.543788], [0.107594, 1.016098, 0.210301], [-1.147528, 0.371146, -0.422087], [-0.775958, -0.965496, 0.205759], [1.069734, -2.465928, 0.374129], [0.646940, -0.423394, 0.249148], [1.689311, -1.156465, 0.226235], [0.009877, 2.838653, -0.617677], [1.497136, 2.499009, -0.053378], [-0.139387, 1.276844, 1.258180], [-0.970028, 0.308330, -1.502022], [-2.135787, 0.776405, -0.215003], [-1.005132, -1.873437, -0.360428], [-1.101897, -1.116422, 1.240167], [1.550410, -3.181837, -0.049537]], "forces_ev_per_a": [[0.1155, 0.0693, 0.1439], [-0.0069, -0.1174, -0.0217], [-0.3617, 0.3215, -0.0812], [-0.0560, 0.1271, 0.0848], [0.4712, -0.3775, 0.4813], [-0.4123, -0.7907, -0.0709], [-0.9408, -0.2493, -0.1775], [0.1878, -0.1443, -0.0764], [-0.0024, -0.0927, -0.0503], [0.1687, -0.1130, -0.2045], [-0.1830, 0.1076, 0.1543], [0.0684, 0.2537, 0.0233], [0.3128, 0.3377, 0.1409], [-0.2872, 0.1415, -0.1541], [0.9261, 0.5265, -0.1919]], "de_lowest_kj_mol": 402.6, "total_energy_ev": -9302.22067, "smiles": "N[C@H]1CC/C1=N\\O", "lumo_energy_ev": 0.9, "max_force_ev_per_a": 1.08, "homo_lumo_gap_ev": 10.489}

***

{"formula": "C4H6FNS2", "method": "the ωB97M-V functional and the def2-TZVPD basis", "elements": ["C", "C", "C", "C", "H", "H", "H", "H", "H", "H", "N", "F", "S", "S"], "coordinates": [[0.009900, -1.375626, -0.305005], [0.107751, 0.037216, 0.492583], [-1.050948, 1.096028, 0.276218], [1.243837, 1.013035, 0.189390], [0.168391, -2.011299, 1.541258], [0.210314, -3.417289, 0.218425], [-1.523321, 1.138077, -0.612142], [-1.771115, 1.099290, 1.123364], [1.674277, 0.805718, -0.769886], [1.813794, 0.898111, 1.050983], [-0.074621, -2.391222, 0.590785], [-0.040963, -0.174832, 1.775945], [-0.296715, -1.465419, -1.927884], [0.200180, 2.413888, 0.266002]], "forces_ev_per_a": [[-1.1488, 1.0617, 0.5358], [-2.6127, 0.2944, -4.3797], [1.2604, -0.2670, 2.2989], [-0.7664, -1.7796, -0.2751], [-0.2372, -1.6284, -1.0659], [-1.0866, 3.3955, 1.4930], [-1.6612, -0.4209, -2.9910], [0.5885, -0.0169, -0.5723], [0.6399, 0.0164, -0.2664], [2.1468, 0.1569, 1.0097], [1.9139, -1.4832, -0.6107], [1.0137, -1.2535, 3.8267], [0.6693, 0.1475, 0.8047], [-0.7196, 1.7772, 0.1923]], "de_lowest_kj_mol": 136.8, "total_energy_ev": -30121.62334, "lumo_energy_ev": 0.3, "max_force_ev_per_a": 5.11, "homo_lumo_gap_ev": 8.988}

***

{"formula": "C23H25FN2O3", "method": "the ωB97M-V functional and the def2-TZVPD basis", "elements": ["C", "C", "C", "C", "C", "C", "C", "C", "O", "N", "C", "C", "C", "C", "C", "N", "C", "O", "C", "C", "C", "C", "C", "O", "C", "F", "C", "C", "C", "H", "H", "H", "H", "H", "H", "H", "H", "H", "H", "H", "H", "H", "H", "H", "H", "H", "H", "H", "H", "H", "H", "H", "H", "H"], "coordinates": [[-6.226063, 3.255462, -1.224156], [-5.657585, 1.866564, -1.130402], [-6.482799, 0.753613, -1.227454], [-5.976429, -0.536631, -1.144485], [-6.883789, -1.732328, -1.215816], [-4.612736, -0.705683, -0.967073], [-3.772061, 0.385258, -0.885556], [-2.312999, 0.109793, -0.671782], [-1.961666, -0.930299, -0.156734], [-1.480879, 1.064333, -1.190264], [-0.093680, 1.379323, -0.995452], [0.308096, 2.351401, 0.079776], [0.844722, 0.965843, 0.124793], [0.497767, 0.135594, 1.332726], [0.966102, -1.296369, 1.181085], [2.382053, -1.337628, 0.860665], [3.263692, -1.358267, 1.888144], [2.920448, -1.401432, 3.054440], [4.733288, -1.338943, 1.566544], [5.536528, -0.498150, 2.316014], [6.901393, -0.469358, 2.113079], [7.480456, -1.300111, 1.168682], [6.694182, -2.169283, 0.430522], [7.174289, -3.031243, -0.498864], [5.329926, -2.174502, 0.644470], [4.604967, -3.048520, -0.058016], [2.648082, -0.673458, -0.398132], [2.284257, 0.794452, -0.283478], [-4.297747, 1.668051, -0.959297], [-5.595821, 3.973958, -0.701350], [-6.307434, 3.573317, -2.265582], [-7.221913, 3.300158, -0.784100], [-7.551506, 0.896753, -1.360484], [-6.452138, -2.510004, -1.846444], [-7.036977, -2.160510, -0.223545], [-7.856622, -1.465364, -1.624776], [-4.190099, -1.699451, -0.883902], [-1.957698, 1.755947, -1.747054], [0.393810, 1.507029, -1.949422], [0.970360, 3.165392, -0.186413], [-0.441460, 2.621030, 0.808446], [1.032284, 0.573930, 2.185193], [-0.562472, 0.178940, 1.567602], [0.787813, -1.875524, 2.079007], [0.435027, -1.770962, 0.361263], [5.074563, 0.124957, 3.067303], [7.520254, 0.196614, 2.698962], [8.554287, -1.285723, 1.008391], [8.135510, -2.975205, -0.503529], [3.678342, -0.806458, -0.705499], [2.024355, -1.153003, -1.159754], [2.487237, 1.313743, -1.226964], [2.924479, 1.257167, 0.478436], [-3.655999, 2.535782, -0.839783]], "forces_ev_per_a": [[-0.0379, 0.0065, 0.0425], [-0.1112, 0.1065, -0.0304], [-0.1011, -0.0187, -0.0125], [-0.1574, -0.0318, -0.0128], [-0.0053, -0.0333, -0.0495], [-0.0698, -0.2953, -0.0231], [0.1307, 0.1922, 0.0408], [0.1975, -0.0461, -0.6015], [0.4775, -0.0866, 0.3832], [-0.4550, 0.0965, 0.2153], [-0.0771, -0.4384, 0.2395], [0.2300, 0.6645, -0.2704], [-0.3164, 0.1815, 0.0381], [-0.0672, 0.0832, 0.3485], [-0.3176, -0.3104, 0.0346], [-0.0939, -0.0544, -0.1036], [0.1816, -0.0432, -0.0349], [-0.0920, -0.0821, 0.3181], [-0.2510, -0.1020, -0.0866], [0.1549, 0.2862, 0.1789], [0.0566, 0.0848, 0.0751], [0.2073, -0.0270, -0.0615], [0.2516, 0.1081, 0.0523], [0.2281, -0.1103, -0.1108], [-0.1809, 0.0643, 0.1560], [-0.2916, -0.1649, -0.2095], [0.1118, -0.2149, -0.3881], [0.3310, 0.2505, -0.2159], [0.1218, 0.1743, 0.0390], [0.0180, 0.0214, -0.0209], [-0.0034, 0.0135, 0.0044], [-0.0185, 0.0125, -0.0226], [0.0395, -0.0054, 0.0043], [-0.0066, -0.0119, 0.0188], [-0.0144, -0.0047, -0.0021], [-0.0406, -0.0030, 0.0143], [0.0324, 0.0271, 0.0054], [0.0008, 0.0486, 0.1448], [0.1868, -0.0096, -0.1069], [0.0617, 0.0330, -0.0242], [-0.1613, -0.1092, 0.0582], [-0.0343, -0.0114, -0.0329], [-0.0913, -0.0754, -0.0804], [0.0177, 0.0199, 0.1375], [-0.1417, -0.0711, -0.1150], [-0.0451, 0.0127, 0.0353], [0.0246, -0.0090, -0.0201], [-0.0443, -0.0159, -0.0056], [-0.0043, -0.0352, -0.0532], [0.1565, 0.0264, 0.0453], [0.0517, 0.0086, 0.0123], [-0.0180, -0.0443, 0.0772], [-0.0092, -0.0226, -0.0197], [-0.0116, -0.0347, -0.0049]], "de_lowest_kj_mol": 49.6, "total_energy_ev": -36097.36910, "smiles": "Cc1cc(C)cc(C(=O)N[C@H]2CC23CCN(C(=O)c2cccc(O)c2F)CC3)c1", "lumo_energy_ev": 0.6, "max_force_ev_per_a": 0.75, "homo_lumo_gap_ev": 9.449}